Record 1
{
  "formula": "C12H34BrNO8P",
  "method": "ωB97M-V/def2-TZVPD",
  "symbols": ["C", "C", "O", "C", "C", "O", "C", "C", "C", "P", "O", "Br", "N", "C", "O", "H", "H", "H", "H", "H", "H", "H", "H", "H", "H", "H", "H", "H", "H", "H", "H", "H", "H", "C", "O", "H", "H", "H", "H", "C", "O", "H", "H", "H", "H", "C", "O", "H", "H", "H", "H", "C", "O", "H", "H", "H", "H"],
  "xyz": [[-2.049, 0.539, 3.918], [-1.396, -0.282, 2.739], [-2.441, -0.772, 1.903], [-2.020, -1.807, 1.013], [-0.535, -1.733, 0.552], [-0.219, -0.497, -0.140], [1.167, -0.376, -0.140], [1.848, 0.613, 0.890], [3.351, 0.533, 0.343], [4.491, -0.570, 1.403], [3.917, -2.143, 1.154], [4.118, -0.093, 3.573], [3.291, -0.003, -1.078], [1.838, 0.175, -1.469], [1.516, 1.503, -1.709], [-2.718, -0.090, 4.529], [-2.560, 1.416, 3.462], [-1.183, 0.948, 4.494], [-0.749, -1.070, 3.184], [-0.775, 0.466, 2.179], [-2.641, -1.690, 0.085], [-2.211, -2.842, 1.386], [-0.403, -2.551, -0.208], [0.197, -1.976, 1.361], [1.739, -1.336, -0.016], [1.779, 0.387, 1.972], [1.591, 1.693, 0.790], [3.895, 1.496, 0.250], [3.331, -2.402, 1.882], [3.846, 0.478, -1.791], [3.517, -1.003, -1.142], [1.537, -0.570, -2.243], [1.441, 1.609, -2.673], [-4.716, -2.385, -2.054], [-3.883, -1.443, -1.380], [-4.451, -3.385, -1.716], [-5.765, -2.192, -1.819], [-4.561, -2.318, -3.133], [-4.130, -0.567, -1.690], [-2.569, -3.655, 4.600], [-3.152, -2.378, 4.370], [-2.292, -3.725, 5.650], [-3.288, -4.444, 4.366], [-1.673, -3.776, 3.983], [-3.390, -2.333, 3.438], [2.995, 3.235, -5.056], [2.143, 2.178, -4.608], [2.804, 4.115, -4.447], [4.042, 2.939, -4.948], [2.780, 3.465, -6.100], [2.324, 1.411, -5.158], [-0.322, 4.511, -2.504], [1.017, 4.853, -2.854], [-0.981, 4.829, -3.309], [-0.412, 3.429, -2.372], [-0.610, 5.020, -1.581], [1.581, 4.565, -2.132]],
  "homo_ev": -11.90,
  "total_charge": 1,
  "orbital_gap_ev": 8.57,
  "lumo_ev": -3.33
}

Record 2
{
  "formula": "C12H34FN4O6PS",
  "method": "ωB97M-V/def2-TZVPD",
  "symbols": ["N", "P", "N", "S", "O", "O", "F", "H", "H", "H", "H", "C", "O", "C", "C", "N", "C", "C", "O", "C", "H", "H", "H", "H", "H", "H", "H", "H", "H", "H", "H", "H", "H", "H", "H", "C", "O", "C", "C", "N", "C", "C", "O", "C", "H", "H", "H", "H", "H", "H", "H", "H", "H", "H", "H", "H", "H", "H", "H"],
  "xyz": [[5.232, -5.607, -0.082], [6.198, -4.526, -0.581], [6.598, -3.258, 0.533], [7.386, -1.910, 0.063], [6.714, -0.782, 0.595], [7.767, -2.049, -1.296], [8.701, -2.058, 0.875], [4.843, -5.573, 0.846], [5.805, -3.824, -1.728], [7.490, -4.935, -0.934], [5.802, -3.024, 1.119], [-1.394, -0.670, -1.919], [-0.238, -0.586, -2.728], [0.412, 0.676, -2.725], [1.735, 0.610, -1.995], [1.527, 0.405, -0.569], [2.742, 0.180, 0.203], [3.548, -1.074, -0.100], [2.894, -2.290, 0.234], [2.070, -2.851, -0.772], [-1.862, -1.627, -2.140], [-1.165, -0.625, -0.849], [-2.106, 0.131, -2.148], [-0.231, 1.432, -2.265], [0.585, 0.965, -3.765], [2.266, 1.557, -2.137], [2.338, -0.177, -2.468], [0.899, -0.378, -0.436], [2.466, 0.151, 1.260], [3.401, 1.044, 0.070], [4.446, -1.061, 0.511], [3.874, -1.108, -1.148], [2.461, -2.635, -1.771], [1.041, -2.486, -0.720], [2.062, -3.931, -0.623], [-1.552, 2.305, 0.563], [-2.436, 1.263, 0.934], [-2.762, 1.248, 2.319], [-4.230, 1.547, 2.526], [-4.541, 2.916, 2.147], [-5.958, 3.256, 2.174], [-6.882, 2.521, 1.210], [-6.627, 2.802, -0.153], [-5.705, 1.945, -0.796], [-1.275, 2.138, -0.475], [-2.020, 3.291, 0.656], [-0.640, 2.288, 1.166], [-2.145, 1.973, 2.859], [-2.542, 0.251, 2.710], [-4.474, 1.410, 3.584], [-4.803, 0.798, 1.959], [-4.176, 3.091, 1.219], [-6.048, 4.325, 1.971], [-6.330, 3.093, 3.191], [-7.902, 2.860, 1.405], [-6.864, 1.436, 1.374], [-5.764, 0.926, -0.400], [-4.671, 2.289, -0.699], [-5.961, 1.926, -1.855]],
  "homo_ev": -8.71,
  "smiles": "N=[PH2]NS(=O)(=O)F.COCCNCCOC.COCCNCCOC",
  "orbital_gap_ev": 9.30,
  "lumo_ev": 0.59
}

Record 3
{
  "formula": "C12H35F4N5O12PbS4",
  "method": "ωB97M-V/def2-TZVPD",
  "symbols": ["Pb", "N", "S", "O", "O", "F", "S", "O", "O", "F", "N", "S", "O", "O", "F", "S", "O", "O", "F", "O", "H", "H", "C", "C", "C", "O", "C", "N", "H", "H", "H", "H", "H", "H", "H", "H", "H", "H", "H", "C", "C", "C", "O", "C", "N", "H", "H", "H", "H", "H", "H", "H", "H", "H", "H", "H", "C", "C", "C", "O", "C", "N", "H", "H", "H", "H", "H", "H", "H", "H", "H", "H", "H"],
  "xyz": [[-8.162, 3.348, -16.003], [-6.328, 3.677, -17.617], [-5.697, 2.984, -18.891], [-4.454, 2.344, -18.653], [-5.852, 3.692, -20.101], [-6.677, 1.715, -18.958], [-5.155, 4.794, -17.228], [-4.976, 5.852, -18.138], [-4.059, 4.402, -16.436], [-6.208, 5.432, -16.142], [-7.015, 3.201, -13.925], [-7.107, 4.397, -12.789], [-6.083, 5.353, -12.824], [-7.700, 3.926, -11.596], [-8.336, 5.149, -13.508], [-5.735, 2.336, -13.427], [-5.739, 2.025, -12.048], [-4.519, 2.658, -14.069], [-6.195, 0.949, -14.072], [-2.316, 4.446, -14.254], [-3.004, 4.246, -14.898], [-2.619, 4.024, -13.446], [-6.612, 2.794, -7.655], [-6.596, 4.264, -8.050], [-5.414, 4.622, -8.922], [-4.235, 4.008, -8.453], [-3.128, 4.267, -9.274], [-7.856, 4.675, -8.690], [-7.360, 2.615, -6.873], [-5.664, 2.532, -7.185], [-6.890, 2.130, -8.474], [-6.539, 4.888, -7.152], [-5.304, 5.704, -9.062], [-5.584, 4.210, -9.936], [-3.170, 3.679, -10.203], [-2.208, 4.015, -8.754], [-3.120, 5.324, -9.570], [-7.991, 4.192, -9.572], [-8.576, 4.354, -8.052], [-10.461, 2.806, -13.081], [-11.220, 2.668, -14.382], [-12.701, 2.856, -14.166], [-12.920, 4.098, -13.523], [-14.225, 4.235, -13.013], [-10.708, 3.667, -15.388], [-10.882, 2.217, -12.265], [-10.476, 3.847, -12.756], [-9.418, 2.489, -13.111], [-11.116, 1.654, -14.783], [-13.113, 2.053, -13.544], [-13.296, 2.867, -15.093], [-14.960, 4.469, -13.791], [-14.192, 5.036, -12.277], [-14.591, 3.347, -12.484], [-11.160, 4.520, -15.038], [-11.250, 3.536, -16.246], [-0.708, 1.676, -12.559], [-1.130, 0.340, -11.985], [-2.610, 0.080, -12.147], [-2.909, -1.159, -11.555], [-4.223, -1.581, -11.790], [-0.308, -0.749, -12.563], [0.284, 1.988, -12.244], [-1.456, 2.401, -12.227], [-0.695, 1.660, -13.652], [-0.856, 0.362, -10.925], [-2.822, 0.099, -13.233], [-3.256, 0.852, -11.704], [-4.401, -1.643, -12.875], [-4.935, -0.856, -11.374], [-4.422, -2.570, -11.386], [-0.620, -1.618, -12.132], [-0.699, -0.880, -13.500]],
  "relative_energy_ev": 3.088,
  "homo_ev": -9.06,
  "orbital_gap_ev": 5.97,
  "lumo_ev": -3.09
}

Record-wise maximum force values, in hartree/bohr: 0.0604; 0.0093; 0.0827